[1]
This record from OMol25 describes a cluster of 2 separate species, C3H6ClNOS in total in a non-equilibrium geometry. The level of theory is wB97M-V/def2-TZVPD.

```
! RIJCOSX wB97M-V def2-TZVPD def2/J DEFGRID3
* xyz 0 1
C -3.034 -0.259 -0.550
C 2.256 -0.070 0.982
C 1.317 -0.666 -0.016
N 0.343 -0.061 -0.596
O -3.523 -1.311 -0.905
S 0.195 1.720 -0.632
Cl -3.039 0.389 1.016
H 1.821 0.803 1.470
H 2.477 -0.892 1.668
H 3.189 0.164 0.495
H 1.421 -1.692 -0.327
H -2.511 0.387 -1.204
H -0.910 1.488 -1.402
*
```

- HOMO-LUMO gap: 9.740 eV
- ΔE to the lowest compared entry with this formula, charge and spin: 147.5 kJ/mol
- SMILES: C/C=N\S.O=CCl

These are the Mulliken partial charges, in e, on atoms 1 to 6: number 1, C, carries 0.2990; number 2, C, carries -1.0241; number 3, C, carries 0.1195; number 4, N, carries -0.3711; number 5, O, carries -0.4117; number 6, S, carries -0.1160

=====

[2]
This record from OMol25 describes a structure of composition C40H35F3N4RhTe. The level of theory is wB97M-V/def2-TZVPD.

```
! RIJCOSX wB97M-V def2-TZVPD def2/J DEFGRID3
* xyz -1 5
Rh 0.491 -0.033 0.298
C -0.611 1.393 -4.006
C 0.275 2.190 -3.041
C -0.495 3.121 -2.137
C -0.591 4.475 -2.430
C -1.261 5.350 -1.587
C -1.810 4.873 -0.410
C -1.737 3.522 -0.082
C -2.310 3.032 1.227
C -3.826 2.807 1.171
C -1.110 2.641 -0.972
N -1.097 1.252 -0.678
C -2.152 0.560 -0.983
C -2.315 -0.773 -0.565
C -3.362 -1.690 -0.781
C -3.038 -2.815 -0.032
C -1.812 -2.523 0.607
N -1.385 -1.303 0.293
H -0.003 0.756 -4.652
H -1.193 2.071 -4.637
H -1.302 0.749 -3.463
H 0.990 2.779 -3.622
H 0.845 1.494 -2.422
H -0.116 4.852 -3.332
H -1.314 6.406 -1.824
H -2.283 5.561 0.286
H -2.086 3.772 2.001
H -1.819 2.099 1.506
H -4.339 3.732 0.898
H -4.209 2.474 2.139
H -4.077 2.045 0.430
H -2.958 1.035 -1.547
H -4.227 -1.537 -1.412
H -3.603 -3.733 0.053
H -1.254 -3.153 1.290
F 1.443 8.258 3.070
C 0.814 7.896 1.916
F -0.496 8.211 2.120
F 1.266 8.732 0.956
C 1.016 6.473 1.578
C 1.713 6.083 0.424
C 1.957 4.757 0.170
C 1.539 3.739 1.086
C 0.801 4.164 2.237
C 0.563 5.490 2.474
C 1.928 2.429 0.897
C 2.414 1.280 0.763
H 2.045 6.836 -0.278
H 2.492 4.460 -0.724
H 0.437 3.415 2.930
H 0.018 5.797 3.360
Te 1.503 -1.427 -1.700
C 1.094 -3.354 -0.924
C 1.881 -3.853 0.114
C 1.636 -5.115 0.644
C 0.599 -5.894 0.142
C -0.182 -5.406 -0.897
C 0.064 -4.145 -1.428
H 2.689 -3.248 0.510
H 2.259 -5.492 1.448
H 0.403 -6.876 0.560
H -0.993 -6.008 -1.292
H -0.561 -3.770 -2.229
N 8.224 -2.303 0.339
C 7.260 -1.676 0.419
C 6.055 -0.911 0.532
C 5.101 -1.251 1.499
C 3.920 -0.550 1.611
C 3.634 0.536 0.760
C 4.618 0.883 -0.194
C 5.793 0.179 -0.304
H 5.304 -2.084 2.160
H 3.208 -0.837 2.368
H 4.427 1.728 -0.842
H 6.535 0.471 -1.039
C -1.080 0.779 5.010
C 0.388 0.752 4.553
C 0.546 -0.045 3.340
N 0.641 -0.679 2.389
H -1.172 1.325 5.948
H -1.454 -0.234 5.154
H -1.701 1.267 4.258
H 1.032 0.330 5.324
H 0.751 1.757 4.341
*
```

- HOMO-LUMO gap (spin up / spin down): 4.615 / 6.538 eV
- ΔE to the lowest compared entry with this formula, charge and spin: 0.0 kJ/mol

These are the Mulliken partial charges, in e, on atoms 1 to 6: number 1, Rh, carries 0.0657; number 2, C, carries -1.1043; number 3, C, carries -0.4208; number 4, C, carries 1.3360; number 5, C, carries -0.4673; number 6, C, carries -1.1051

=====

[3]
This record from OMol25 describes an isolated molecule of C7H18N2 in a non-equilibrium geometry. The level of theory is wB97M-V/def2-TZVPD.

```
! RIJCOSX wB97M-V def2-TZVPD def2/J DEFGRID3
* xyz 0 1
C 0.107 0.076 0.745
C -0.123 0.117 -0.728
C 1.875 -0.428 0.605
C 0.093 1.422 1.460
C -2.841 0.109 -0.441
C -0.099 -1.161 -1.552
C 2.826 0.075 -0.463
N -1.693 0.799 -0.989
N -0.569 -0.910 1.502
H -1.696 1.764 -0.659
H 0.449 0.909 -1.205
H -1.356 -0.576 2.042
H -0.795 -1.760 1.001
H 1.885 -1.521 0.631
H 2.224 -0.089 1.586
H 0.653 2.169 0.896
H 0.531 1.336 2.461
H -0.929 1.790 1.583
H -2.819 -0.961 -0.675
H -2.952 0.226 0.650
H -3.771 0.494 -0.881
H 0.009 -2.062 -0.944
H 0.737 -1.138 -2.258
H -1.011 -1.274 -2.141
H 3.870 -0.110 -0.180
H 2.673 -0.445 -1.413
H 2.720 1.151 -0.631
*
```

- HOMO-LUMO gap: 8.773 eV
- ΔE to the lowest compared entry with this formula, charge and spin: 213.2 kJ/mol
- SMILES: CC[C@](C)(N)[C@@H](C)NC

These are the Mulliken partial charges, in e, on atoms 1 to 6: number 1, C, carries 0.8672; number 2, C, carries -0.0137; number 3, C, carries -0.6202; number 4, C, carries -1.7942; number 5, C, carries -0.7990; number 6, C, carries -1.5478

=====

[4]
This record from OMol25 describes a cluster of 3 separate species, C14H35NO6P in total. The level of theory is wB97M-V/def2-TZVPD.

```
! RIJCOSX wB97M-V def2-TZVPD def2/J DEFGRID3
* xyz -1 1
C 2.053 -2.746 -0.497
P 0.573 -2.113 0.528
C -0.759 -2.842 -0.620
N 0.513 -0.485 0.357
H 2.620 -3.499 0.058
H 2.711 -1.887 -0.657
H 1.786 -3.172 -1.471
H -1.518 -2.067 -0.750
H -0.386 -3.140 -1.607
H -1.252 -3.707 -0.167
H 0.490 -0.194 -0.624
C -2.381 0.987 -1.406
O -3.071 1.070 -2.643
C -2.600 0.121 -3.573
C -3.596 -0.057 -4.698
O -4.746 -0.808 -4.331
C -5.772 -0.084 -3.676
C -6.783 0.501 -4.637
O -6.241 1.610 -5.329
C -6.907 1.881 -6.534
H -1.322 1.242 -1.510
H -2.850 1.693 -0.723
H -2.434 -0.018 -0.983
H -2.420 -0.843 -3.080
H -1.644 0.451 -4.010
H -3.108 -0.639 -5.482
H -3.880 0.917 -5.104
H -5.358 0.694 -3.033
H -6.303 -0.809 -3.054
H -7.674 0.808 -4.068
H -7.090 -0.273 -5.353
H -6.895 1.012 -7.203
H -6.388 2.708 -7.016
H -7.953 2.170 -6.369
C 0.936 0.755 3.425
O 2.279 0.368 3.681
C 3.094 0.588 2.546
C 4.552 0.495 2.926
O 5.033 1.620 3.668
C 4.773 1.583 5.057
C 5.892 0.939 5.848
O 5.892 -0.464 5.678
C 7.142 -1.050 5.925
H 0.539 0.242 2.543
H 0.362 0.510 4.319
H 0.883 1.839 3.249
H 2.883 1.575 2.113
H 2.867 -0.148 1.765
H 5.137 0.490 2.005
H 4.742 -0.432 3.471
H 3.821 1.092 5.268
H 4.716 2.625 5.386
H 5.764 1.190 6.912
H 6.853 1.356 5.516
H 7.920 -0.620 5.283
H 7.052 -2.114 5.712
H 7.455 -0.925 6.971
*
```

- HOMO-LUMO gap: 5.748 eV

These are the Mulliken partial charges, in e, on atoms 1 to 6: number 1, C, carries -1.1755; number 2, P, carries 0.1510; number 3, C, carries -0.7455; number 4, N, carries -0.6456; number 5, H, carries 0.2783; number 6, H, carries 0.2669

=====

[5]
This record from OMol25 describes a cluster of 2 separate species, C5H12NS in total in a non-equilibrium geometry. The level of theory is wB97M-V/def2-TZVPD.

```
! RIJCOSX wB97M-V def2-TZVPD def2/J DEFGRID3
* xyz -1 1
C 0.456 1.172 1.317
C 1.502 0.114 1.272
C 2.824 0.451 1.118
N 1.012 -1.137 1.450
H -0.060 1.112 2.325
H -0.278 0.874 0.515
H 0.916 2.169 1.120
H 3.615 -0.323 1.055
H 3.110 1.467 1.284
H -0.009 -1.279 1.246
H 1.620 -1.936 1.407
C -1.291 0.009 -2.272
C -2.394 -0.632 -1.424
S -1.852 -1.282 0.207
H -0.444 -0.696 -2.466
H -0.875 0.858 -1.702
H -1.726 0.410 -3.178
H -2.898 -1.450 -2.011
H -3.228 0.098 -1.264
*
```

- HOMO-LUMO gap: 6.861 eV
- ΔE to the lowest compared entry with this formula, charge and spin: 44.5 kJ/mol

These are the Mulliken partial charges, in e, on atoms 1 to 6: number 1, C, carries -0.8100; number 2, C, carries 0.8371; number 3, C, carries -0.9999; number 4, N, carries -0.3148; number 5, H, carries 0.2339; number 6, H, carries -0.0664

=====

[6]
This record from OMol25 describes an isolated molecule of C10H9N3P2 in a non-equilibrium geometry. The level of theory is wB97M-V/def2-TZVPD.

```
! RIJCOSX wB97M-V def2-TZVPD def2/J DEFGRID3
* xyz 0 1
C -1.191 -0.559 0.094
C -0.259 -2.417 -2.965
C 0.409 -1.436 -3.635
C -0.722 -2.062 -1.657
C 0.728 -0.234 -3.104
C -0.516 -0.797 -1.115
C 0.268 0.098 -1.833
C 2.626 0.345 0.952
C 0.202 1.454 2.438
C -1.452 2.254 4.479
N -1.847 -0.625 1.039
N 0.350 1.399 -1.356
N 0.556 1.631 -0.191
P 0.913 0.621 1.123
P -1.206 0.944 3.141
H -0.563 -3.411 -3.306
H 0.786 -1.789 -4.682
H -1.339 -2.848 -1.268
H 1.460 0.343 -3.630
H 2.728 0.169 -0.107
H 2.708 -0.618 1.440
H -1.653 1.775 5.435
H -0.583 3.073 4.488
H -2.402 2.692 4.218
*
```

- HOMO-LUMO gap: 6.452 eV
- ΔE to the lowest compared entry with this formula, charge and spin: 347.6 kJ/mol
- SMILES: C=P(=C=PC)/N=N\c1ccccc1C#N

These are the Mulliken partial charges, in e, on atoms 1 to 6: number 1, C, carries 0.3346; number 2, C, carries -0.6287; number 3, C, carries -0.1610; number 4, C, carries -0.7198; number 5, C, carries -0.6668; number 6, C, carries 0.4784